This record from the Open Molecules 2025 dataset describes a molecular structure, C26H46O2P2Yb at a distorted geometry. The level of theory is wB97M-V/def2-TZVPD.

Cartesian coordinates (Å):
Yb -3.25789 1.24196 -1.71589
C 1.85595 -0.54928 -0.23057
C 0.61674 -1.09510 0.24534
C 0.43566 -0.78368 -2.02793
C 1.79165 -0.51714 -1.64696
C -0.20603 -1.37252 -0.89452
C 3.02586 -0.16808 0.60687
H 3.25808 -0.93624 1.35118
H 2.87566 0.80168 1.10977
H 3.89625 -0.03836 -0.04074
C 2.93751 -0.16582 -2.52458
H 3.89766 -0.06789 -2.00639
H 2.71792 0.77352 -3.03878
H 3.09711 -0.92500 -3.29153
C -0.19143 -0.41330 -3.31693
H 0.50326 -0.55663 -4.15163
H -0.54904 0.62482 -3.32732
H -1.07216 -1.01826 -3.54560
C -1.49217 -2.12761 -0.86607
H -1.35915 -3.13956 -0.44185
H -1.91947 -2.28375 -1.87266
H -2.23728 -1.62639 -0.21970
C 0.27151 -1.46048 1.64483
H 0.19201 -2.55182 1.77797
H -0.68705 -1.05608 2.02727
H 1.06611 -1.09472 2.29249
C -0.71681 2.25216 3.06066
C -0.26602 1.18192 3.72728
C -0.94772 0.21858 4.65464
C -2.48807 -0.01915 4.71676
C -2.86683 -0.76360 3.49276
C -3.08846 -0.18407 2.28062
C -2.19938 0.85724 1.56517
C -2.01800 2.16316 2.35721
H -0.68563 0.46180 5.69733
H -3.02101 0.92870 4.91513
H -0.46583 -0.75767 4.46789
H -2.88364 2.36924 2.97678
H -0.15420 3.21069 3.02046
H 0.74374 0.90691 3.46526
H -2.07445 2.97544 1.64201
H -1.21199 0.41502 1.46194
H -3.91089 -0.64773 1.69348
H -2.39385 1.12571 0.51417
H -2.67040 -0.65075 5.60583
H -2.92544 -1.86478 3.62445
P -5.43305 2.22333 0.38420
P -6.61228 0.70178 -1.88767
C -7.18121 2.74078 0.04291
C -7.63326 2.18674 -1.32711
H -7.24279 3.84157 -0.00025
H -7.86738 2.43577 0.85200
H -8.70252 1.89579 -1.36889
H -7.47626 2.92956 -2.13714
C -7.83214 0.33198 -3.17631
H -7.62419 -0.62238 -3.65491
H -7.77757 1.11312 -3.93605
H -8.85373 0.32072 -2.77822
C -7.25343 -0.50001 -0.61835
H -8.33304 -0.37341 -0.43547
H -6.72050 -0.45687 0.34307
H -7.07877 -1.51059 -1.01570
C -4.67380 3.88518 0.29413
H -3.59172 3.80072 0.45337
H -5.10519 4.54596 1.06413
H -4.85795 4.31691 -0.69997
C -5.53043 1.99942 2.22557
H -6.56918 1.96477 2.54183
H -4.99845 2.79239 2.74814
H -5.06834 1.04247 2.46085
C 0.80405 3.35268 -1.80139
C -0.13469 2.51297 -0.95398
O 0.29192 2.28332 0.17932
O -1.37021 2.17052 -1.27864
H 1.07701 4.32144 -1.33468
H 0.46018 3.57666 -2.81145
H 1.82017 2.91450 -1.83150

Spin multiplicity: 2
Electronic energy: -3009.76594 Eh
Net charge: +1
Highest occupied orbital energy (alpha / beta): -9.205 / -9.129 eV
ΔE to the lowest compared entry with this formula, charge and spin: 96.61 kcal/mol
Strongest force on any atom: 0.0713 hartree/bohr
Kohn-Sham gap (alpha / beta): 5.28 / 5.20 eV
LUMO energy (alpha / beta): -3.92 / -3.92 eV

Results of the Löwdin charge analysis, in e, for atoms 1 through 4: atom 1 (Yb): 1.321, atom 2 (C): -0.193, atom 3 (C): -0.149, atom 4 (C): -0.180